Entry 1:
25
Properties=species:S:1:pos:R:3:forces:R:3 method="wB97M-V/def2-TZVPD" orbital_gap_ev=10.02 de_lowest_kcal_mol=0.0 homo_energy_ev=-9.523 total_charge=0 lumo_ev=0.50
C -2.596977 2.023474 -0.031038 -0.69 1.39 -0.63
C 2.142986 -2.526555 0.075591 4.12 0.78 1.22
O 1.228806 3.370582 0.380418 -0.36 -1.18 0.05
C 1.778323 -0.099385 0.106116 -2.48 -0.24 -0.68
H -2.713145 0.588538 -1.427448 0.88 -0.75 -3.60
O 3.705324 2.833588 -0.365699 -0.11 0.52 -0.35
H 0.709212 -0.277395 0.114427 0.11 -0.17 0.21
C 4.004241 -0.676638 0.059925 -0.40 -0.36 0.56
C 3.330368 1.718587 -0.182122 0.86 -1.03 0.72
N 2.017077 1.253097 -0.040406 0.27 0.58 0.40
C -3.030022 0.732181 -0.486333 0.20 -2.07 3.35
H 1.147298 -2.756132 0.002693 -2.41 0.03 -0.36
H -3.539393 2.532864 0.024261 0.57 2.04 0.41
C 1.013014 2.203265 0.173800 -1.07 2.01 -0.50
C 2.624997 -1.112324 0.065389 -1.45 1.54 -0.16
H 2.571050 -2.948202 0.979071 -0.27 -0.39 0.41
O -0.234153 1.674118 0.006359 -0.17 -0.38 -0.31
H 2.757143 -2.979427 -0.659156 0.12 -0.98 -1.13
N 4.242367 0.675837 0.013918 0.68 1.99 -0.89
H 5.213904 1.045656 -0.107791 -1.14 -1.01 0.31
H -4.082841 0.511828 -0.372915 -0.13 0.20 0.00
H -2.468406 0.057107 0.139334 0.00 -1.19 0.04
H -1.131452 3.514096 0.120315 0.48 2.23 0.55
O 4.899411 -1.437285 0.221392 2.30 -1.69 -0.04
C -1.375522 2.522999 0.035562 0.10 -1.86 0.43

---

Entry 2:
23
Properties=species:S:1:pos:R:3:forces:R:3 method="wB97M-V/def2-TZVPD" orbital_gap_ev="5.12 / 6.48" homo_energy_ev="-1.349 / -4.028" total_charge=-1 s_squared=6.04 spin_multiplicity=5 lumo_ev="3.77 / 2.45"
H 1.558858 1.828643 1.057155 -0.11 -0.34 -1.16
C 0.932323 -1.242528 -1.266476 0.08 -1.25 -1.60
C 1.127899 -2.032106 -0.097640 -0.03 -1.03 -0.51
C -1.164237 -1.828533 -0.445576 -0.18 -1.26 -0.58
H -1.583883 1.876950 0.781029 -0.08 -0.26 0.52
C -0.164507 -2.395814 0.429817 -0.10 -1.87 -0.70
H -1.922196 1.321300 -0.909830 -0.32 0.29 -0.55
H 2.087597 -2.350474 0.297117 -0.21 0.20 0.04
H 1.709440 -0.861071 -1.935622 -0.35 -0.03 0.47
H -0.933217 -0.579433 -2.320693 0.23 -0.20 0.54
C 0.145724 1.931945 -0.482148 -1.31 1.67 -2.98
N 1.017573 1.323129 0.327429 2.58 0.95 2.88
C -1.194698 1.494914 -0.142901 -0.18 1.75 -0.88
H -2.243762 -1.898833 -0.317331 0.38 -0.02 -0.12
N -0.505215 0.058561 2.382779 -0.39 0.33 3.69
H -0.350162 -3.013642 1.316283 0.11 0.38 -0.48
H 1.643292 2.305452 -1.888368 -0.16 0.47 -0.29
C -0.180941 0.054449 3.530512 -0.54 -0.09 -0.47
O 0.104511 0.047627 4.694654 0.22 0.06 0.19
H -0.107131 2.914655 -2.350592 -0.21 0.08 -0.66
C -0.472759 -1.105429 -1.475713 0.02 -0.95 -1.76
Rh -0.090702 -0.309059 0.498016 0.44 1.49 3.12
C 0.586193 2.459290 -1.681901 0.11 -0.35 1.31

---

Entry 3:
23
Properties=species:S:1:pos:R:3:forces:R:3 method="wB97M-V/def2-TZVPD" orbital_gap_ev=10.29 de_lowest_kcal_mol=89.4 homo_energy_ev=-9.760 total_charge=0 lumo_ev=0.53
C -1.087135 0.768895 -1.145889 -1.25 0.90 0.28
H -1.707697 0.406865 -2.076411 1.40 0.97 1.65
H 2.826531 -1.069575 0.792964 -2.08 -0.66 -1.34
C 0.870698 0.120607 -2.432968 1.05 0.37 -1.49
S -2.280594 0.477111 0.190973 0.41 0.97 -1.08
C -0.023883 -0.409337 1.318469 0.04 -3.46 1.36
H 1.876183 0.648362 -2.289445 -1.23 -0.71 -0.55
H -0.943241 1.885908 -1.061220 -0.15 -0.94 -0.96
C 0.238305 0.057417 -1.023676 -0.59 0.29 -3.83
C 1.942670 -1.471229 0.099544 0.31 -0.02 2.72
C -1.705350 0.501034 2.718352 0.03 0.34 0.67
N 0.323571 2.837587 1.114024 0.68 1.17 -0.23
H 1.093104 -0.903739 -2.949142 -0.54 1.76 1.06
N -2.356505 0.163537 3.585692 -0.83 -0.28 1.21
H 1.568246 -2.464178 0.577370 0.85 1.54 -0.97
H 0.556526 -0.632456 2.275870 -0.32 0.56 -1.43
H 0.240724 0.786465 -3.218180 1.44 -1.64 2.01
C -0.961310 0.727578 1.544492 -0.32 -1.43 -1.29
C -0.285652 1.909645 1.364210 0.49 2.25 0.15
C 0.743910 -0.563599 0.005335 -0.19 0.39 2.87
H 2.348905 -1.605221 -0.862394 0.56 -0.59 -1.10
H -0.813592 -1.210522 1.334534 1.03 -0.26 -0.08
O -2.464414 -0.961153 0.137495 -0.79 -1.50 0.35